Entry 1:
Below is a structure of composition C53H49AsBrClCsN3O2S4, with properties calculated with ωB97M-V/def2-TZVPD.

Structure (XYZ):
```
115
Properties=species:S:1:pos:R:3
Cs -1.018 1.506 -0.031
C 2.966 -2.673 1.644
C 4.145 -1.958 0.986
S 3.821 -0.206 0.663
C 4.378 -0.029 -1.050
C 3.666 -0.871 -2.105
S 1.862 -0.713 -2.063
C 1.325 -2.441 -2.000
C 1.855 -3.300 -0.856
S 1.385 -2.639 0.762
H 2.734 -2.192 2.597
H 3.250 -3.706 1.866
H 4.423 -2.445 0.052
H 5.009 -2.046 1.650
H 5.455 -0.210 -1.112
H 4.225 1.031 -1.258
H 3.917 -1.926 -1.989
H 4.026 -0.563 -3.089
H 1.551 -2.929 -2.952
H 0.237 -2.376 -1.918
H 2.939 -3.392 -0.905
H 1.453 -4.308 -0.973
Br 4.101 5.914 5.436
C 2.965 4.530 4.794
C 3.387 3.750 3.731
C 2.547 2.750 3.262
C 1.321 2.513 3.879
C 0.902 3.337 4.924
C 1.726 4.351 5.384
N 0.525 1.459 3.372
C -0.201 0.785 4.157
C -1.109 -0.279 3.666
C -2.025 -0.859 4.534
C -2.907 -1.806 4.028
C -2.831 -2.140 2.690
C -1.860 -1.526 1.900
N -1.020 -0.617 2.379
H 4.343 3.932 3.256
H 2.827 2.163 2.397
H -0.087 3.214 5.348
H 1.403 5.006 6.182
H -0.209 0.954 5.242
H -2.057 -0.557 5.574
H -3.647 -2.264 4.674
H -3.506 -2.857 2.241
H -1.780 -1.769 0.845
S -5.303 -1.953 -2.402
C -5.421 -0.278 -2.093
C -4.280 0.223 -1.537
C -3.211 -0.720 -1.312
C -3.645 -1.951 -1.719
C -2.955 -3.237 -1.693
C -3.320 -4.292 -2.555
C -2.677 -5.507 -2.471
C -1.671 -5.682 -1.526
C -1.365 -4.596 -0.725
N -1.965 -3.412 -0.800
H -6.331 0.255 -2.333
H -4.212 1.280 -1.286
H -4.094 -4.132 -3.294
H -2.955 -6.315 -3.138
H -1.146 -6.622 -1.414
H -0.597 -4.678 0.041
C -2.870 5.142 -5.687
C -1.645 4.770 -6.222
C -0.950 3.692 -5.687
C -1.477 2.979 -4.616
C -2.698 3.368 -4.072
C -3.395 4.440 -4.610
As -0.594 1.455 -3.771
C -1.223 0.039 -4.969
C -1.668 0.244 -6.271
C -2.157 -0.817 -7.023
C -2.212 -2.092 -6.478
C -1.785 -2.304 -5.174
C -1.301 -1.242 -4.425
C 1.224 1.736 -4.422
C 1.998 2.602 -3.649
C 3.338 2.804 -3.946
C 3.916 2.133 -5.018
C 3.149 1.271 -5.792
C 1.804 1.074 -5.497
H -3.407 5.989 -6.097
H -1.222 5.325 -7.051
H 0.012 3.413 -6.098
H -3.097 2.844 -3.211
H -4.339 4.740 -4.171
H -1.642 1.239 -6.699
H -2.508 -0.643 -8.034
H -2.607 -2.916 -7.061
H -1.860 -3.288 -4.726
H -1.024 -1.397 -3.389
H 1.564 3.121 -2.800
H 3.916 3.476 -3.322
H 4.965 2.281 -5.247
H 3.599 0.747 -6.627
H 1.214 0.387 -6.093
Cl 7.244 6.527 2.529
C 5.947 5.645 1.722
C 6.142 4.334 1.296
C 5.143 3.650 0.641
C 3.848 4.228 0.364
C 2.818 3.550 -0.248
C 3.718 5.597 0.813
C 4.725 6.270 1.460
H 7.093 3.848 1.488
H 5.328 2.623 0.345
H 1.854 4.016 -0.424
H 2.934 2.520 -0.562
H 2.773 6.099 0.640
H 4.570 7.292 1.786
O -2.751 3.841 0.175
C -2.021 4.510 -0.594
O -1.025 4.118 -1.241
H -2.295 5.590 -0.717
```

Summary:
E_tot = -251614.055 eV
LUMO level = 0.1198 Ha
Strongest force on any atom = 0.50 eV Å⁻¹
Net charge = -2
HOMO-LUMO gap = 3.673 eV
ΔE to the lowest compared entry with this formula, charge and spin = 6.9 kcal per mole

Entry 2:
Below is a structure of composition C53H49N7O5PS3Sn, with properties calculated with ωB97M-V/def2-TZVPD.

Structure (XYZ):
```
119
Properties=species:S:1:pos:R:3
Sn -0.548 0.400 0.114
O -2.922 1.859 -0.139
S -3.778 1.386 -1.232
O -4.486 2.433 -1.930
O -3.103 0.419 -2.104
C -5.027 0.411 -0.394
C -6.252 1.013 -0.155
C -7.246 0.330 0.528
C -7.009 -0.959 0.974
C -5.782 -1.562 0.734
C -4.769 -0.898 0.043
P -3.134 -1.701 -0.272
C -3.139 -3.013 1.027
C -2.676 -2.601 2.281
C -2.518 -3.508 3.317
C -2.811 -4.851 3.111
C -3.257 -5.275 1.867
C -3.418 -4.362 0.830
C -3.455 -2.703 -1.770
C -4.712 -3.021 -2.275
C -4.831 -3.812 -3.410
C -3.699 -4.301 -4.049
C -2.440 -3.976 -3.562
C -2.323 -3.167 -2.441
H -6.407 2.020 -0.519
H -8.203 0.804 0.713
H -7.778 -1.501 1.510
H -5.613 -2.570 1.093
H -2.415 -1.558 2.439
H -2.147 -3.169 4.277
H -2.682 -5.565 3.915
H -3.483 -6.322 1.703
H -3.755 -4.704 -0.141
H -5.602 -2.651 -1.782
H -5.815 -4.049 -3.797
H -3.799 -4.915 -4.935
H -1.548 -4.336 -4.062
H -1.340 -2.856 -2.100
C 3.887 -5.691 -0.410
C 5.313 -5.200 -0.135
C 5.870 -5.992 1.057
C 6.176 -5.477 -1.374
C 5.348 -3.700 0.161
C 6.518 -3.118 0.680
C 6.608 -1.764 0.939
C 5.499 -0.965 0.682
S 5.288 0.730 0.903
C 3.626 0.590 0.299
N 3.289 -0.615 -0.027
C 4.326 -1.515 0.163
C 4.264 -2.883 -0.107
C 2.790 1.809 0.232
C 3.447 3.039 0.379
C 2.759 4.235 0.332
C 1.386 4.212 0.132
C 0.745 2.992 -0.011
C 1.398 1.750 0.037
H 3.884 -6.780 -0.496
H 3.496 -5.286 -1.345
H 3.205 -5.416 0.398
H 5.737 -7.062 0.884
H 5.346 -5.727 1.978
H 6.935 -5.815 1.208
H 6.192 -6.547 -1.596
H 7.204 -5.143 -1.221
H 5.774 -4.951 -2.243
H 7.383 -3.737 0.880
H 7.519 -1.337 1.338
H 3.352 -3.288 -0.521
H 4.519 3.075 0.532
H 3.286 5.171 0.461
H 0.819 5.135 0.110
H -0.339 3.019 -0.142
N 0.679 -1.678 0.462
S 0.164 -3.157 0.484
C 1.131 -4.095 1.687
C 0.597 -5.254 2.232
C 1.312 -5.936 3.206
C 2.532 -5.441 3.648
C 3.039 -4.261 3.122
C 2.333 -3.578 2.142
C 0.655 -3.999 -1.033
C 1.203 -3.245 -2.056
C 1.482 -3.861 -3.271
C 1.197 -5.205 -3.457
C 0.626 -5.945 -2.427
C 0.346 -5.343 -1.212
H 1.646 -1.505 0.167
H -0.379 -5.605 1.919
H 0.903 -6.842 3.635
H 3.075 -5.960 4.428
H 3.979 -3.860 3.479
H 2.710 -2.646 1.741
H 1.370 -2.184 -1.921
H 1.911 -3.275 -4.074
H 1.413 -5.679 -4.406
H 0.390 -6.991 -2.575
H -0.110 -5.916 -0.416
N 0.826 -0.777 3.377
C 0.481 0.545 3.253
O -0.317 0.881 2.333
C 1.020 1.476 4.167
C 0.698 2.854 4.100
N 0.455 3.982 4.072
C 1.934 1.029 5.150
N 2.672 0.583 5.921
H 1.618 -0.994 3.962
H 0.755 -1.293 2.510
C -1.492 -0.679 -4.535
N -0.443 0.328 -4.436
C 0.323 0.364 -3.309
N 1.169 1.435 -3.168
O 0.268 -0.527 -2.468
H -1.995 -0.551 -5.492
H -2.213 -0.600 -3.719
H -1.042 -1.671 -4.507
H -0.623 1.210 -4.885
H 0.979 2.276 -3.685
H 1.481 1.576 -2.214
```

Summary:
E_tot = -124054.723 eV
LUMO level = 0.0695 Ha
Strongest force on any atom = 0.73 eV Å⁻¹
Net charge = -1
HOMO-LUMO gap = 6.597 eV